# 1
This record from the Open Molecules 2025 dataset describes C25H25BrN5O7S2V as an isolated structure. The level of theory is ωB97M-V/def2-TZVPD.

Each line ends with the Löwdin spin population.
Cartesian coordinates (Å):
V -0.022 0.338 -0.157  1.845
C 2.440 1.709 2.627  0.001
S 1.018 1.585 3.750  0.001
C -0.346 1.660 2.643  0.013
S -1.905 1.708 3.253  0.009
N -0.039 1.686 1.358  0.004
N -0.885 1.884 0.398  -0.022
C -1.685 2.900 0.274  0.054
C -2.672 2.974 -0.758  0.006
C -3.205 4.210 -1.172  0.012
C -4.153 4.225 -2.169  0.001
C -4.576 3.022 -2.729  0.016
C -4.007 1.854 -2.246  -0.001
N -3.089 1.817 -1.304  0.014
H 3.324 1.581 3.244  0.000
H 2.446 2.686 2.148  0.000
H 2.363 0.916 1.885  0.000
H -1.591 3.726 0.979  0.002
H -2.853 5.124 -0.714  0.001
H -4.571 5.160 -2.513  0.000
H -5.325 2.993 -3.506  0.001
H -4.326 0.887 -2.620  0.000
C -3.938 -0.430 1.127  0.004
C -2.513 -0.898 1.270  0.030
C -2.230 -1.894 2.356  0.006
O -1.649 -0.503 0.503  0.026
H -4.289 -0.036 2.079  0.001
H -4.574 -1.267 0.840  0.001
H -3.988 0.351 0.369  0.000
H -3.130 -2.438 2.626  0.000
H -1.848 -1.372 3.234  0.001
H -1.456 -2.574 2.002  0.001
C 3.453 0.211 -2.081  0.001
C 2.067 0.199 -1.448  0.010
O 1.320 -0.778 -1.615  0.002
O 1.693 1.209 -0.803  0.005
H 3.778 -0.812 -2.253  0.000
H 4.164 0.737 -1.448  0.000
H 3.387 0.735 -3.034  0.001
Br -2.395 -1.968 -4.600  -0.001
C -1.567 -0.435 -3.850  0.000
C -1.169 0.611 -4.681  0.014
C -0.585 1.706 -4.054  -0.001
C -0.419 1.703 -2.686  0.014
N -0.785 0.671 -1.908  -0.001
C -1.365 -0.383 -2.491  0.016
H -1.296 0.562 -5.751  0.001
H -0.241 2.546 -4.639  0.000
H 0.039 2.542 -2.175  0.001
H -1.651 -1.201 -1.839  0.002
O 0.168 -2.578 0.395  0.034
C 1.095 -1.945 0.896  0.027
O 1.117 -0.686 1.065  0.001
C 2.314 -2.645 1.443  0.095
C 3.570 -2.053 1.299  0.009
C 4.691 -2.645 1.837  0.065
C 4.561 -3.834 2.558  0.065
C 3.311 -4.447 2.683  0.064
C 2.203 -3.860 2.116  0.009
N 5.690 -4.414 3.179  0.185
O 6.787 -3.865 3.034  0.169
O 5.535 -5.441 3.848  0.171
H 3.649 -1.125 0.752  -0.001
H 5.671 -2.206 1.732  0.009
H 3.247 -5.370 3.238  0.008
H 1.232 -4.324 2.200  -0.001

Calculated values
gap between HOMO and LUMO (spin up / spin down) = 1.9 / 6.1 eV
lowest unoccupied orbital energy (spin up / spin down) = 0.8 / 0.9 eV
net charge = -1
2S+1 = 4
HOMO energy (spin up / spin down) = -1.07 / -5.21 eV

---

# 2
This record from the Open Molecules 2025 dataset describes a 4-piece molecular cluster, C25H25F24IN2O4P overall. The level of theory is ωB97M-V/def2-TZVPD.

Each line ends with the Löwdin charge.
Cartesian coordinates (Å):
C -5.768 -4.420 -0.395  0.093
C -5.444 -3.580 -1.342  -0.102
C -4.814 -2.690 -2.521  -0.164
C -3.255 -2.455 -2.215  -0.061
C -2.179 -3.563 -2.639  0.115
C -0.674 -3.192 -2.221  0.016
N -0.274 -1.984 -1.562  0.110
N -1.236 -1.123 -1.238  -0.147
C -0.750 0.127 -0.506  -0.183
C -0.758 -0.062 1.115  -0.691
C -1.382 -1.482 1.610  -0.159
I -1.678 1.653 2.174  0.878
C -2.671 -1.167 -1.456  -0.130
P -3.955 0.115 -0.902  0.776
O -4.893 0.611 -2.033  -0.444
H -5.936 -5.234 0.412  0.075
H -5.416 -1.738 -2.743  0.111
H -4.865 -3.332 -3.494  0.137
H -2.466 -4.531 -3.181  0.129
H 0.154 -3.967 -2.476  0.137
H -1.282 1.083 -0.873  0.104
H 0.379 0.268 -0.811  0.128
H 0.349 -0.074 1.479  0.079
H -0.731 -2.392 1.285  0.091
H -1.358 -1.464 2.775  0.091
H -2.495 -1.607 1.287  0.070
H -4.672 -0.492 0.213  0.052
H -3.345 1.309 -0.334  -0.014
C 3.387 -1.585 0.038  -0.049
C 3.432 -0.067 0.308  -0.415
C 4.455 0.715 -0.515  -0.295
F 5.719 0.310 -0.295  0.103
F 4.418 2.033 -0.187  0.101
F 3.600 0.141 1.636  0.134
F 2.189 0.430 0.008  0.056
O 4.110 -2.427 0.943  0.034
C 5.496 -2.592 0.692  -0.494
C 6.376 -1.997 1.797  -0.273
F 6.134 -0.679 1.981  0.095
F 7.689 -2.111 1.483  0.105
F 5.787 -2.109 -0.533  0.135
F 5.703 -3.928 0.622  0.147
H 2.343 -1.886 0.176  0.131
H 3.606 -1.828 -1.006  0.147
H 4.247 0.635 -1.585  0.163
H 6.203 -2.506 2.750  0.178
C 3.391 1.602 -6.972  -0.045
C 3.250 0.690 -5.737  -0.433
C 2.475 1.282 -4.561  -0.295
F 3.044 2.398 -4.070  0.096
F 2.431 0.395 -3.528  0.064
F 4.482 0.271 -5.355  0.128
F 2.586 -0.434 -6.146  0.099
O 4.615 2.336 -7.101  0.038
C 4.702 3.559 -6.391  -0.495
C 5.762 3.531 -5.285  -0.270
F 5.534 2.541 -4.392  0.086
F 5.762 4.693 -4.585  0.102
F 3.477 3.903 -5.941  0.130
F 5.035 4.497 -7.309  0.151
H 3.390 0.937 -7.842  0.152
H 2.516 2.243 -7.118  0.146
H 1.445 1.515 -4.843  0.174
H 6.760 3.381 -5.705  0.179
C -3.421 1.230 7.172  -0.041
C -4.251 2.458 7.596  -0.433
C -5.686 2.168 8.033  -0.297
F -6.425 1.604 7.059  0.091
F -6.320 3.322 8.368  0.098
F -4.214 3.380 6.601  0.125
F -3.602 3.028 8.655  0.109
O -3.331 0.960 5.764  0.008
C -4.398 0.233 5.185  -0.506
C -5.195 1.057 4.168  -0.292
F -5.702 2.182 4.715  0.102
F -6.250 0.349 3.689  0.094
F -5.167 -0.288 6.161  0.138
F -3.827 -0.827 4.557  0.119
H -2.388 1.446 7.465  0.151
H -3.684 0.333 7.741  0.146
H -5.708 1.513 8.908  0.176
H -4.565 1.349 3.324  0.107

Calculated values
gap between HOMO and LUMO = 7.2 eV
lowest unoccupied orbital energy = -5.6 eV
net charge = +1
HOMO energy = -12.75 eV

---

# 3
This record from the Open Molecules 2025 dataset describes a 6-piece molecular cluster, C25H25F7N2O22 overall. The level of theory is ωB97M-V/def2-TZVPD.

Each line ends with the Löwdin charge.
Cartesian coordinates (Å):
C 7.283 -0.714 2.349  -0.099
O 6.121 -1.166 1.567  -0.223
C 6.105 -0.299 0.404  -0.236
C 4.741 -0.326 -0.449  -0.143
C 3.403 -0.645 0.370  -0.053
C 2.991 0.386 1.532  -0.256
N 1.508 0.155 1.689  0.105
C 0.706 1.388 1.591  -0.257
O 0.525 2.207 2.551  0.105
F 0.083 1.789 0.341  0.039
C 1.169 -0.662 2.879  -0.281
O 1.015 -1.909 2.686  0.129
F 0.950 -0.167 4.201  0.077
O 3.514 -0.290 2.740  0.013
C 4.259 0.666 3.557  -0.302
O 4.452 0.645 4.793  0.153
O 4.745 1.594 2.549  0.012
C 3.612 1.857 1.638  -0.189
N 3.995 2.641 0.431  0.172
C 3.031 2.711 -0.453  -0.144
O 2.341 2.482 -1.485  0.116
H 7.069 0.322 2.808  0.098
H 7.567 -1.519 3.117  0.107
H 8.156 -0.608 1.609  0.093
H 7.003 -0.616 -0.271  0.137
H 6.316 0.821 0.658  0.122
H 4.864 -1.178 -1.234  0.115
H 4.701 0.646 -1.082  0.106
H 2.502 -0.744 -0.344  0.139
H 3.550 -1.684 0.870  0.154
H 3.042 2.656 2.268  0.185
C 3.233 -2.361 -5.721  -0.065
C 3.118 -3.038 -4.394  -0.330
O 3.943 -2.254 -3.557  0.134
C 3.903 -0.999 -4.085  -0.518
O 4.257 -0.011 -3.502  0.153
O 3.404 -1.000 -5.354  0.080
F 3.623 -4.291 -4.443  0.074
H 4.105 -2.695 -6.292  0.148
H 2.341 -2.493 -6.335  0.145
H 2.102 -3.064 -3.989  0.172
C -3.361 2.256 1.380  -0.066
C -4.396 3.317 1.196  -0.318
O -4.632 3.302 -0.196  0.144
C -4.381 2.021 -0.590  -0.519
O -4.729 1.560 -1.641  0.161
O -3.693 1.326 0.360  0.081
F -3.908 4.536 1.535  0.072
H -2.344 2.624 1.218  0.134
H -3.413 1.791 2.366  0.149
H -5.332 3.130 1.730  0.177
C 1.905 -8.873 -3.167  -0.070
C 3.266 -8.520 -2.662  -0.325
O 3.400 -7.159 -3.016  0.143
C 2.132 -6.659 -3.011  -0.514
O 1.871 -5.489 -2.998  0.159
O 1.197 -7.652 -3.016  0.079
F 4.222 -9.227 -3.308  0.079
H 1.908 -9.163 -4.222  0.149
H 1.439 -9.671 -2.586  0.144
H 3.388 -8.632 -1.581  0.178
C -4.694 6.549 3.757  -0.085
C -5.792 5.834 4.475  -0.327
O -5.770 6.414 5.762  0.141
C -5.308 7.684 5.577  -0.525
O -5.406 8.560 6.389  0.171
O -4.729 7.837 4.352  0.078
F -5.514 4.513 4.594  0.070
H -3.713 6.097 3.928  0.148
H -4.870 6.609 2.682  0.135
H -6.782 5.966 4.029  0.178
C -8.113 0.333 -2.673  -0.067
C -8.351 -0.711 -1.631  -0.327
O -9.279 -0.097 -0.762  0.138
C -9.989 0.766 -1.543  -0.528
O -11.032 1.262 -1.222  0.165
O -9.370 0.990 -2.738  0.075
F -7.218 -0.970 -0.936  0.078
H -7.343 1.053 -2.382  0.136
H -7.845 -0.097 -3.639  0.146
H -8.770 -1.645 -2.017  0.175

Calculated values
gap between HOMO and LUMO = 9.1 eV
lowest unoccupied orbital energy = -0.9 eV
structure (SMILES) = COCCC[C@@]1(N(C(=O)F)C(=O)F)OC(=O)O[C@H]1N=C=O.O=C1OC[C@@H](F)O1.O=C1OC[C@@H](F)O1.O=C1OC[C@@H](F)O1.O=C1OC[C@@H](F)O1.O=C1OC[C@@H](F)O1
HOMO energy = -10.05 eV

---

# 4
This record from the Open Molecules 2025 dataset describes C25H25FFeN3O4PS3 as an isolated structure. The level of theory is ωB97M-V/def2-TZVPD.

Each line ends with the Löwdin spin population.
Cartesian coordinates (Å):
Fe 0.996 0.077 1.145  4.146
C -5.780 3.306 0.882  0.000
C -4.580 4.166 0.355  0.000
C -4.938 4.771 -0.973  0.000
C -3.774 5.495 -1.485  0.000
C -2.587 4.585 -1.677  0.000
C -1.716 4.807 -2.690  0.000
C -0.568 3.966 -2.894  0.001
F 0.340 4.237 -3.844  0.000
C -0.416 2.905 -2.067  0.000
C -1.286 2.749 -0.978  0.005
C -0.992 1.686 -0.056  0.009
O 0.040 0.938 -0.333  0.134
C -1.854 1.499 1.035  0.007
C -3.045 2.309 1.069  0.000
N -3.347 3.290 0.247  0.004
C -2.429 3.550 -0.782  0.001
C -1.715 0.332 2.034  0.017
O -2.708 -0.225 2.452  0.022
O -0.449 0.038 2.330  0.179
H -6.627 3.996 0.928  0.000
H -5.570 3.035 1.921  0.000
H -5.997 2.463 0.317  0.000
H -4.245 4.878 1.118  0.000
H -5.817 5.408 -0.670  0.000
H -5.312 3.971 -1.687  0.000
H -3.525 6.332 -0.812  0.000
H -3.989 5.894 -2.515  0.000
H -1.844 5.701 -3.366  0.000
H 0.438 2.265 -2.217  0.000
H -3.708 2.022 1.844  0.000
S 4.755 -4.322 2.204  0.015
C 4.504 -2.745 1.787  0.003
S 3.984 -1.464 2.905  -0.004
C 3.626 -0.409 1.591  0.020
N 3.978 -0.817 0.439  0.053
N 4.491 -2.062 0.534  0.024
C 4.678 -2.793 -0.725  0.001
C 3.714 -2.812 -1.703  0.001
C 3.926 -3.664 -2.777  0.000
C 5.170 -4.296 -2.887  0.001
C 6.249 -4.059 -1.990  0.000
C 5.934 -3.368 -0.818  0.001
S 2.823 1.198 1.879  0.257
H 2.826 -2.292 -1.597  0.000
H 3.219 -3.691 -3.575  0.000
H 5.371 -4.811 -3.783  0.000
H 7.282 -4.322 -2.297  0.000
H 6.663 -3.359 0.007  0.000
C -1.132 -3.363 0.657  0.000
P 0.510 -3.086 1.352  0.012
C 0.255 -3.108 3.157  0.001
C 1.459 -4.628 1.047  0.004
O 1.282 -1.893 0.906  0.083
H -1.677 -4.221 1.153  0.000
H -1.002 -3.548 -0.403  0.000
H -1.671 -2.380 0.750  0.000
H 1.002 -3.849 3.451  0.000
H -0.797 -3.207 3.359  0.000
H 0.570 -2.155 3.679  0.000
H 0.839 -5.414 0.616  0.000
H 1.800 -5.063 1.994  0.000
H 2.374 -4.442 0.458  0.000

Calculated values
gap between HOMO and LUMO (spin up / spin down) = 7.3 / 6.1 eV
lowest unoccupied orbital energy (spin up / spin down) = -3.2 / -4.5 eV
net charge = +1
energy relative to the best compared isomer or geometry (same formula, charge and spin) = 18.4 kJ/mol
2S+1 = 6
HOMO energy (spin up / spin down) = -10.51 / -10.52 eV

---

# 5
This record from the Open Molecules 2025 dataset describes C25H25GeNO5Ru as an isolated structure. The level of theory is ωB97M-V/def2-TZVPD.

Each line ends with the natural charge from an NBO analysis.
Cartesian coordinates (Å):
Ru -0.101 -2.259 -0.227  0.866
O 0.679 -4.339 0.309  -0.714
C -0.501 -4.918 0.895  -0.093
C -1.127 -3.936 1.866  -0.265
N -1.416 -2.590 1.259  -0.314
C -1.137 -1.550 2.282  -0.350
C 0.392 -1.425 2.445  0.768
O 0.873 -1.242 3.543  -0.622
O 1.071 -1.565 1.338  -0.748
C -2.755 -2.564 0.629  -0.348
C -2.707 -3.262 -0.754  0.758
O -3.700 -3.832 -1.157  -0.625
O -1.573 -3.164 -1.375  -0.720
H 1.363 -4.224 0.983  0.501
H -1.152 -5.160 0.060  0.229
H -0.250 -5.837 1.427  0.199
H -2.057 -4.347 2.267  0.226
H -0.446 -3.774 2.703  0.223
H -1.526 -0.596 1.921  0.245
H -1.602 -1.799 3.237  0.220
H -3.506 -3.031 1.268  0.218
H -3.021 -1.519 0.470  0.233
C -0.732 -0.660 -0.770  -0.422
Ge 0.352 1.002 -0.659  1.504
C -0.379 2.291 -1.928  -0.460
C 0.052 3.617 -1.851  -0.142
C -0.422 4.573 -2.735  -0.230
C -1.341 4.217 -3.714  -0.209
C -1.778 2.905 -3.805  -0.200
C -1.298 1.950 -2.917  -0.218
C 2.201 0.650 -1.156  -0.374
C 2.588 0.956 -2.462  -0.233
C 3.882 0.705 -2.900  -0.203
C 4.810 0.150 -2.032  -0.209
C 4.439 -0.159 -0.731  -0.204
C 3.143 0.082 -0.296  -0.240
C 0.016 1.733 1.111  -0.372
C 0.924 1.704 2.165  -0.216
C 0.578 2.216 3.409  -0.200
C -0.680 2.761 3.614  -0.207
C -1.594 2.804 2.569  -0.208
C -1.246 2.296 1.327  -0.250
H -1.742 -0.570 -1.197  0.163
H 0.765 3.910 -1.087  0.206
H -0.077 5.597 -2.661  0.214
H -1.715 4.963 -4.404  0.214
H -2.493 2.622 -4.567  0.214
H -1.647 0.927 -3.011  0.211
H 1.877 1.405 -3.147  0.220
H 4.163 0.947 -3.916  0.213
H 5.821 -0.042 -2.369  0.213
H 5.160 -0.594 -0.051  0.213
H 2.862 -0.204 0.708  0.237
H 1.904 1.264 2.033  0.221
H 1.290 2.170 4.223  0.221
H -0.949 3.154 4.586  0.215
H -2.575 3.238 2.722  0.213
H -1.960 2.353 0.511  0.216

Calculated values
gap between HOMO and LUMO = 7.5 eV
lowest unoccupied orbital energy = -1.0 eV
energy relative to the best compared isomer or geometry (same formula, charge and spin) = 0.0 kJ/mol
HOMO energy = -8.46 eV

---

# 6
This record from the Open Molecules 2025 dataset describes C25H25N2O2PSe3TaTe as an isolated structure. The level of theory is ωB97M-V/def2-TZVPD.

Each line ends with the natural charge from an NBO analysis.
Cartesian coordinates (Å):
Ta 0.967 -1.559 0.184  1.037
O 0.002 3.299 4.879  -0.750
C -1.229 2.753 4.407  -0.107
C -0.784 1.694 3.435  0.110
C -1.663 0.671 3.064  -0.211
C -1.187 -0.218 2.106  0.080
N 0.020 -0.121 1.592  -0.602
C 0.919 0.821 2.026  0.231
C 0.506 1.773 2.925  -0.209
C 2.251 0.830 1.469  0.169
C 3.192 1.823 1.624  -0.189
C 4.437 1.778 0.979  0.139
C 5.384 2.933 1.189  -0.109
O 4.975 3.735 2.284  -0.708
C 4.759 0.696 0.239  -0.225
C 3.764 -0.204 -0.016  0.117
N 2.569 -0.177 0.574  -0.631
H 0.015 3.941 5.577  0.520
H -1.812 3.513 3.846  0.222
H -1.814 2.337 5.249  0.225
H -2.690 0.610 3.410  0.267
H -1.756 -1.004 1.736  0.236
H 1.124 2.585 3.336  0.300
H 3.020 2.664 2.292  0.282
H 5.398 3.494 0.208  0.227
H 6.317 2.400 1.362  0.216
H 5.714 4.202 2.626  0.509
H 5.740 0.560 -0.174  0.269
H 3.971 -1.056 -0.651  0.226
Se 1.353 -2.697 -1.989  0.145
Se 2.728 -3.508 -0.240  0.082
Te 1.024 -5.022 0.910  0.577
Se -0.048 -3.016 1.810  -0.099
C -1.277 1.144 -1.427  -0.956
P -1.028 -0.626 -1.414  1.052
C -0.859 -1.041 -3.155  -0.486
C -1.942 -1.558 -3.930  -0.145
C -1.772 -1.731 -5.330  -0.183
C -0.673 -1.312 -6.011  -0.141
C 0.290 -0.649 -5.257  -0.211
C 0.190 -0.468 -3.903  -0.148
C -2.582 -1.361 -0.860  -0.410
C -2.801 -2.741 -1.112  -0.197
C -3.928 -3.357 -0.501  -0.173
C -4.716 -2.614 0.371  -0.159
C -4.520 -1.263 0.573  -0.191
C -3.474 -0.613 -0.040  -0.200
H -2.269 1.303 -1.857  0.286
H -0.599 1.602 -2.084  0.273
H -1.192 1.614 -0.455  0.251
H -2.835 -1.835 -3.519  0.225
H -2.617 -2.297 -5.797  0.252
H -0.514 -1.561 -7.084  0.265
H 1.149 -0.269 -5.781  0.242
H 1.051 0.032 -3.420  0.204
H -2.152 -3.311 -1.751  0.232
H -4.086 -4.371 -0.782  0.247
H -5.576 -3.058 0.921  0.258
H -5.072 -0.636 1.219  0.239
H -3.360 0.448 0.120  0.225

Calculated values
gap between HOMO and LUMO = 6.0 eV
lowest unoccupied orbital energy = -10.7 eV
net charge = +3
energy relative to the best compared isomer or geometry (same formula, charge and spin) = 0.0 kJ/mol
HOMO energy = -16.75 eV